1.
114
Properties=species:S:1:pos:R:3 method="wB97M-V/def2-TZVPD" total_charge=0 molar_mass_g_mol=872.04 multiplicity=5 total_energy_ha=-4337.46470 e_homo_ev="-6.0 / -6.6" s_squared=6.03
Cr 0.925 1.217 -0.540
C -0.426 3.103 -3.917
C 0.572 3.801 -2.987
C -0.009 4.214 -1.624
N 0.495 3.388 -0.520
C 0.513 3.920 0.671
C -0.132 5.160 0.988
C 0.019 6.001 2.064
C 0.881 5.921 3.157
C 1.705 4.854 3.452
C 1.832 3.608 2.843
C 1.211 3.073 1.692
N 1.293 1.803 1.347
C 2.087 0.869 2.137
C 3.565 0.824 1.669
C 3.831 1.527 0.332
N 2.927 1.090 -0.741
C 3.382 0.757 -1.923
C 4.718 0.984 -2.358
C 5.397 0.524 -3.470
C 4.997 -0.345 -4.478
C 3.719 -0.841 -4.646
C 2.545 -0.533 -3.971
C 2.306 0.310 -2.862
N 1.092 0.688 -2.507
C 0.039 0.606 -3.516
C -0.962 1.758 -3.415
H 0.037 2.954 -4.899
H -1.274 3.778 -4.075
H 0.943 4.695 -3.494
H 1.435 3.163 -2.813
H -1.109 4.167 -1.662
H 0.240 5.263 -1.448
H -0.863 5.483 0.259
H -0.610 6.887 2.036
H 0.904 6.769 3.833
H 2.334 4.986 4.328
H 2.528 2.944 3.335
H 1.654 -0.115 2.001
H 2.021 1.072 3.208
H 3.874 -0.220 1.586
H 4.218 1.292 2.410
H 4.873 1.350 0.083
H 3.712 2.604 0.469
H 5.289 1.646 -1.724
H 6.422 0.876 -3.545
H 5.748 -0.648 -5.198
H 3.600 -1.550 -5.460
H 1.661 -1.038 -4.339
H -0.485 -0.358 -3.450
H 0.477 0.635 -4.516
H -1.295 1.865 -2.379
H -1.846 1.486 -3.999
C -3.276 -5.387 1.035
S -3.035 -4.792 2.728
C -3.724 -3.113 2.595
C -2.660 -2.033 2.414
C -1.933 -2.254 1.099
N -0.902 -1.266 0.694
P -1.307 0.353 0.216
C -3.002 0.087 -0.481
C -3.081 -0.389 -1.787
C -4.296 -0.746 -2.359
C -5.467 -0.624 -1.623
C -5.408 -0.146 -0.323
C -4.187 0.207 0.244
C -1.679 1.293 1.741
C -1.124 0.953 2.970
C -1.280 1.783 4.071
C -1.983 2.978 3.952
C -2.508 3.344 2.721
C -2.342 2.514 1.618
P 0.501 -1.873 -0.141
C -0.147 -3.450 -0.880
C -0.832 -3.340 -2.090
C -1.336 -4.458 -2.743
C -1.134 -5.722 -2.205
C -0.435 -5.852 -1.015
C 0.055 -4.725 -0.358
C 1.534 -2.592 1.189
C 1.107 -2.850 2.488
C 1.978 -3.406 3.418
C 3.285 -3.712 3.056
C 3.722 -3.454 1.763
C 2.852 -2.887 0.838
H -3.053 -6.454 1.043
H -2.608 -4.892 0.327
H -4.314 -5.249 0.731
H -4.304 -2.941 3.499
H -4.416 -3.109 1.749
H -1.956 -2.070 3.250
H -3.135 -1.054 2.442
H -2.682 -2.342 0.305
H -1.444 -3.220 1.163
H -2.174 -0.482 -2.369
H -4.327 -1.113 -3.379
H -6.420 -0.899 -2.062
H -6.317 -0.046 0.260
H -4.169 0.573 1.261
H -0.547 0.037 3.059
H -0.834 1.508 5.020
H -2.098 3.631 4.809
H -3.029 4.290 2.610
H -2.727 2.826 0.650
H -0.970 -2.358 -2.532
H -1.870 -4.344 -3.680
H -1.511 -6.600 -2.715
H -0.267 -6.836 -0.589
H 0.589 -4.853 0.577
H 0.090 -2.613 2.783
H 1.632 -3.606 4.427
H 3.964 -4.143 3.783
H 4.742 -3.679 1.479
H 3.197 -2.668 -0.171

---

2.
119
Properties=species:S:1:pos:R:3 method="wB97M-V/def2-TZVPD" total_charge=+1 molar_mass_g_mol=868.02 relative_energy_ev=0.000 total_energy_ha=-2868.01751 e_homo_ev=-10.5
C 3.207 0.119 0.523
C 2.235 -1.075 0.364
N 1.111 -0.561 -0.555
C -0.034 0.273 -0.134
C -0.896 0.161 -1.176
N -0.423 -0.860 -2.047
C 0.767 -1.260 -1.634
C -1.210 -1.385 -3.246
H 3.932 0.313 -0.307
H 3.874 -0.060 1.399
H 2.823 1.237 0.535
H 1.711 -0.999 1.393
H 2.571 -2.039 -0.138
H -0.020 0.917 0.660
H -1.854 0.704 -1.191
H 1.370 -1.930 -2.194
H -1.548 -0.468 -3.879
H -2.205 -1.906 -2.837
H -0.792 -2.209 -3.823
N -3.787 2.631 -6.023
C -3.960 2.829 -4.662
C -2.881 2.723 -3.773
C -1.570 2.361 -4.233
C -1.377 2.172 -5.682
C -2.583 2.215 -6.484
H -5.085 2.873 -4.539
H -2.875 2.762 -2.685
H -0.744 2.192 -3.606
H -0.252 1.992 -5.965
H -2.697 2.084 -7.420
N 5.408 -3.066 0.519
C 4.480 -3.773 1.015
C 4.542 -4.404 2.288
C 5.519 -4.042 3.161
C 6.575 -3.187 2.647
C 6.413 -2.700 1.371
H 3.616 -3.869 0.422
H 3.585 -4.973 2.679
H 5.595 -4.435 4.192
H 7.300 -2.809 3.376
H 7.071 -2.237 0.600
N 2.105 4.595 1.584
C 3.183 3.879 1.964
C 3.087 2.935 2.974
C 1.882 2.670 3.613
C 0.761 3.289 3.091
C 0.837 4.237 2.157
H 4.217 4.116 1.421
H 3.909 2.343 3.104
H 1.772 2.034 4.290
H -0.281 3.106 3.283
H 0.079 4.849 1.808
N 2.675 0.438 -3.499
C 3.900 -0.189 -3.648
C 5.065 0.399 -3.116
C 5.009 1.548 -2.429
C 3.852 2.203 -2.374
C 2.628 1.502 -2.715
H 4.035 -1.235 -3.919
H 6.066 -0.191 -3.250
H 5.889 1.917 -2.048
H 3.672 3.343 -2.086
H 1.814 2.135 -2.513
C 0.862 -1.086 4.120
C 1.524 -0.658 5.395
C 0.779 0.289 6.314
C -0.496 0.763 5.905
C -1.080 0.435 4.671
C -0.385 -0.528 3.777
O -0.948 -0.690 2.538
O 1.267 0.576 7.522
H 1.242 -1.850 3.509
H 2.290 -1.215 5.723
H -0.997 1.553 6.563
H -1.899 0.787 4.388
H -1.607 -0.236 2.295
H 2.036 -0.104 7.507
C -2.922 6.363 0.253
C -2.347 5.060 -0.029
C -2.975 3.959 0.550
C -4.053 4.034 1.472
C -4.564 5.334 1.777
C -3.959 6.492 1.109
O -4.376 7.777 1.543
O -2.752 2.635 0.155
H -2.273 7.257 -0.083
H -1.527 4.840 -0.644
H -4.511 3.268 2.149
H -5.404 5.443 2.401
H -5.289 7.786 1.976
H -2.893 1.935 0.767
C -5.531 -2.018 -4.340
C -5.262 -0.641 -3.726
C -5.097 -0.479 -2.336
C -5.202 -1.630 -1.585
C -5.580 -2.977 -2.065
C -5.668 -3.110 -3.405
O -6.039 -4.360 -3.943
O -4.722 0.674 -1.735
H -5.502 -2.132 -5.348
H -5.042 0.173 -4.299
H -4.858 -1.624 -0.535
H -5.795 -3.951 -1.424
H -6.892 -4.329 -4.537
H -4.427 0.664 -0.849
C 0.408 -4.335 1.794
C -0.169 -3.858 0.564
C 0.270 -4.471 -0.538
C 1.124 -5.600 -0.452
C 1.591 -6.070 0.771
C 1.157 -5.571 2.014
O 1.438 -6.115 3.207
O -0.084 -4.119 -1.818
H 0.195 -3.754 2.711
H -0.587 -2.862 0.547
H 1.292 -6.321 -1.171
H 2.125 -7.014 0.580
H 1.113 -5.614 4.010
H -0.064 -5.009 -2.315